# 1
Density functional theory data (wB97M-V/def2-TZVPD) for a 2-piece molecular cluster, C2H6NO3 overall.

The geometry in XYZ format:
```
12
C2H6NO3, DFT wB97M-V/def2-TZVPD
C -1.57 -0.40 1.54
O -0.98 0.87 1.56
H -0.86 -1.12 1.11
H -1.80 -0.71 2.59
H -2.51 -0.42 0.96
H -0.42 0.96 0.75
N 1.61 -0.01 -2.09
C 1.00 0.14 -0.87
O 1.24 -0.70 0.02
O 0.29 1.16 -0.76
H 1.55 0.78 -2.72
H 2.43 -0.57 -2.08
```

Properties
2S+1: 2
Expectation value of S²: 0.7594
E_HOMO (spin up / spin down): -9.752 / -9.669 eV
Energy relative to the best compared isomer or geometry (same formula, charge and spin): 0.442 eV

***

# 2
Density functional theory data (wB97M-V/def2-TZVPD) for a 2-piece molecular cluster, CH3N3O overall.

The geometry in XYZ format:
```
8
CH3N3O, DFT wB97M-V/def2-TZVPD
N -3.68 -0.61 -0.28
N -2.85 0.10 -0.02
O -2.04 0.83 0.41
C 0.00 0.09 -0.72
N 0.18 -0.93 -0.03
H 0.15 1.06 -0.27
H -0.45 0.13 -1.71
H 0.62 -0.60 0.79
```

Properties
E_HOMO: -10.276 eV
SMILES string: N#[N+][O-].C=N
Energy relative to the best compared isomer or geometry (same formula, charge and spin): 3.315 eV

***

no.,maximum force (eV/Å)
1,4.1
2,2.2